# C44H54Ge2NO2PbS2

C44H54Ge2NO2PbS2 as an isolated structure in a non-equilibrium geometry (ωB97M-V/def2-TZVPD, OMol25).

```
106
Properties=species:S:1:pos:R:3:forces:R:3
Pb 0.383755 -0.199918 -0.104739 -0.10 -0.18 0.28
N -1.311188 -0.654974 -1.802775 -0.06 -0.08 -0.09
C -1.293836 -1.833753 -2.615272 -0.02 -0.37 -0.13
C -1.618849 -1.696437 -3.957061 0.04 0.11 -0.06
C -1.698788 -2.793477 -4.792227 0.05 -0.02 0.06
C -1.431669 -4.049468 -4.275171 -0.01 0.07 -0.12
C -1.078591 -4.183181 -2.948373 -0.01 0.10 0.00
C -1.012178 -3.093388 -2.072523 -0.09 0.11 -0.39
C -0.631029 -3.359857 -0.668532 0.06 0.16 0.35
C -1.049070 -4.575341 -0.116765 -0.07 0.11 -0.02
C -0.598214 -5.000578 1.116985 0.11 -0.05 0.09
C 0.308902 -4.223421 1.816791 0.02 -0.02 0.03
C 0.668283 -2.985147 1.309456 0.03 0.26 -0.16
C 0.192878 -2.498253 0.085255 -0.02 -0.15 -0.03
H -1.422786 0.166521 -2.390793 -0.13 -0.02 0.23
H -2.089712 -0.711985 -1.153374 -0.21 0.16 -0.08
H -1.830769 -0.704538 -4.337628 -0.07 0.04 -0.06
H -1.977009 -2.670553 -5.825942 -0.01 0.03 -0.14
H -1.490097 -4.919981 -4.908670 0.02 -0.11 -0.06
H -0.829814 -5.164416 -2.578795 0.05 -0.09 0.08
H -1.757062 -5.189926 -0.655144 -0.01 -0.04 -0.05
H -0.939519 -5.944131 1.518223 -0.01 -0.05 0.03
H 0.718744 -4.566509 2.756526 -0.02 -0.01 0.07
H 1.353778 -2.371779 1.883830 0.05 0.07 0.13
C -5.399663 0.129647 0.442783 0.08 -0.03 0.09
C -3.946951 -0.115015 0.062208 0.68 -0.01 0.40
Ge -2.694868 -0.223970 1.675686 -0.60 0.07 0.43
C -2.633983 -2.107194 2.401738 0.21 0.62 -0.33
C -3.829782 -2.390495 3.296508 -0.01 0.12 -0.07
C -3.471026 0.956136 3.055857 0.37 -0.22 -0.41
C -2.610678 1.933678 3.376052 0.63 -0.49 -0.79
Ge -0.963359 1.661693 2.239622 -0.46 -0.05 0.22
C -0.642832 3.126419 0.841891 -0.05 -0.73 0.48
C -0.872914 4.552014 1.309333 -0.08 -0.08 0.05
C 0.644880 1.048103 3.322830 -0.63 0.12 -0.61
C 1.321193 2.090768 4.197562 -0.09 0.05 -0.05
C -2.777587 2.975166 4.373153 0.00 0.46 0.43
C -1.745640 3.891280 4.571490 -0.16 -0.24 -0.11
C -1.852842 4.897340 5.508957 0.06 0.19 0.10
C -3.002087 5.007270 6.273290 0.09 0.01 0.00
C -4.031752 4.095815 6.096961 -0.10 0.04 0.04
C -3.926768 3.088444 5.158689 0.10 0.03 -0.07
H -5.999916 0.249676 -0.458520 -0.11 0.02 0.01
H -5.495145 1.030286 1.044625 -0.09 0.06 0.05
H -5.803753 -0.707567 1.005798 -0.10 -0.04 0.11
H -3.615280 0.710333 -0.571473 0.10 -0.02 -0.10
H -3.886083 -1.044221 -0.507313 0.07 -0.07 -0.11
H -1.711197 -2.235915 2.964624 0.12 0.02 -0.06
H -2.606758 -2.806310 1.568141 0.11 -0.03 -0.12
H -3.827644 -1.733210 4.163971 -0.09 0.02 0.08
H -3.806634 -3.420491 3.648952 -0.04 -0.07 0.05
H -4.761113 -2.241332 2.754541 -0.19 -0.02 0.05
H -4.438679 0.847327 3.523880 -0.23 -0.02 0.16
H -1.317321 2.902453 0.013664 0.00 -0.13 -0.03
H 0.368500 3.020830 0.456748 0.11 -0.15 -0.09
H -1.882973 4.666779 1.694934 -0.05 0.16 0.11
H -0.744463 5.244850 0.478916 -0.02 0.09 -0.07
H -0.167835 4.834354 2.086809 0.02 0.11 0.14
H 1.367709 0.637400 2.619109 0.07 -0.08 -0.06
H 0.285833 0.224709 3.939470 -0.10 -0.11 -0.04
H 1.583653 2.979050 3.624572 0.09 0.13 0.02
H 2.237419 1.677259 4.616732 0.09 0.05 0.06
H 0.679142 2.389939 5.022085 -0.01 0.08 0.07
H -0.850023 3.790263 3.971228 0.04 0.10 0.05
H -1.041505 5.596956 5.641274 0.07 0.09 0.04
H -3.091882 5.793933 7.006405 -0.02 0.07 0.07
H -4.924790 4.179163 6.696096 -0.12 -0.01 0.07
H -4.739062 2.387131 5.036680 -0.05 -0.05 -0.02
O 0.657159 1.579087 -2.134401 -0.27 -0.16 0.59
S 0.806347 1.668638 -3.615863 1.06 0.74 -0.85
C 2.531659 1.104749 -4.013009 -0.35 0.24 0.07
C 3.656003 1.904718 -3.377773 -0.07 0.04 0.22
C 3.708839 1.800118 -1.847441 0.05 0.10 0.00
C 4.465884 0.582012 -1.353125 -0.14 0.04 0.47
S 4.207023 0.252875 0.451242 0.95 0.97 -0.54
O 2.742671 0.023450 0.598403 -0.47 -0.37 0.09
C 4.459578 1.962946 0.998847 0.15 -0.44 0.07
C 3.383914 2.823610 1.123699 -0.13 -0.24 0.00
C 3.607117 4.134796 1.507325 0.04 -0.04 -0.03
C 4.900444 4.570879 1.754932 0.01 0.04 0.05
C 5.969809 3.694935 1.650241 -0.01 0.05 0.01
C 5.749050 2.378538 1.282499 -0.01 -0.08 -0.11
C 1.079348 3.425919 -3.979882 -0.26 -0.44 -0.17
C 0.914500 3.828787 -5.294600 0.03 -0.06 0.02
C 1.157185 5.148885 -5.635603 0.05 -0.02 -0.03
C 1.568176 6.047538 -4.663714 0.00 0.07 -0.07
C 1.717485 5.639125 -3.348153 -0.03 -0.09 0.02
C 1.459213 4.322778 -2.997413 -0.01 -0.13 0.15
H 2.581756 1.159480 -5.099787 -0.03 -0.11 -0.10
H 2.557869 0.059528 -3.709495 -0.14 -0.17 -0.04
H 3.536335 2.955000 -3.649407 0.13 -0.08 -0.06
H 4.608571 1.570628 -3.796713 -0.03 0.01 -0.14
H 2.690674 1.759516 -1.460013 0.10 0.17 0.07
H 4.190472 2.698212 -1.457055 -0.07 -0.04 0.00
H 5.541592 0.681900 -1.483307 0.14 -0.06 -0.03
H 4.129045 -0.328930 -1.846145 0.05 -0.20 0.05
H 2.391103 2.448520 0.917035 -0.10 0.03 0.03
H 2.777590 4.818132 1.612512 -0.10 0.05 -0.01
H 5.072145 5.595278 2.047238 0.03 0.10 0.04
H 6.972012 4.031825 1.865873 0.08 0.03 0.02
H 6.571650 1.683710 1.210119 0.15 -0.09 0.01
H 0.607836 3.111538 -6.041210 -0.09 -0.05 -0.15
H 1.032461 5.472280 -6.657511 -0.02 0.03 -0.08
H 1.769646 7.072699 -4.935251 0.01 0.08 -0.01
H 2.045856 6.341665 -2.596961 -0.03 0.05 0.07
H 1.560897 3.987938 -1.975947 0.00 -0.06 0.14
```
Forces are in eV/Å.

The total energy is -7057.0426 Ha. For the HOMO energy, the calculation gives -0.3666 hartree. The max |F| comes out at 1.5 eV/Å. As for the LUMO energy: -0.0849 hartree. As for the multiplicity: 1. As for the net charge: +1.

# C4H6N2O2

The molecule C4H6N2O2 in a non-equilibrium geometry (ωB97M-V/def2-TZVPD, OMol25).

```
14
Properties=species:S:1:pos:R:3:forces:R:3
C 0.471352 -1.692612 1.237340 -1.11 0.31 -0.47
C 0.909607 -0.234739 1.578524 -0.83 -0.85 0.75
C 0.176190 -0.584459 0.330779 -1.36 0.79 -0.16
C -0.290409 1.429201 -1.117841 -0.02 0.58 -0.26
H -0.519516 -2.060717 1.546201 0.96 -0.24 0.65
H 1.249886 -2.374828 0.910762 -0.29 -0.03 0.18
H 2.000965 -0.153121 1.606572 -0.60 0.44 -0.25
H 0.299261 0.246490 2.358460 0.64 -0.05 -0.44
H -2.183784 1.449711 -0.244080 -0.26 0.14 -0.36
H -0.258802 2.413641 -1.604674 -0.43 -0.39 0.39
N -1.225413 1.210718 -0.066565 1.75 -0.97 -0.48
N 0.651870 0.656094 -1.524656 -0.96 1.75 0.04
O -1.234182 -0.211922 0.204220 1.10 0.25 0.84
O 0.712474 -0.549729 -0.905159 1.40 -1.72 -0.43
```
Forces are in eV/Å.

The total energy is -415.8336 Ha. For the HOMO energy, the calculation gives -0.3276 hartree. The max |F| comes out at 2.3 eV/Å. As for the LUMO energy: 0.0343 hartree. As for the multiplicity: 1. The value obtained for the energy above the lowest of the compared OMol25 structures with the same formula, charge and spin is 5.634 eV. Its SMILES is C1=NOC2(CC2)ON1.